ORCA calculation (ωB97M-V with the def2-TZVPD basis set) on a structure of composition C22H34B3BeBr4F5LiMgO11.

The lowest unoccupied orbital energy comes out at -7.468 eV. As for the HOMO-LUMO gap: 1.77 eV. The total energy is -12777.71697 Ha.

```
! wB97M-V def2-TZVPD RIJCOSX def2/J DEFGRID3
* xyz 1 1
C 5.006 -2.306 1.111
C 4.021 -2.645 -0.160
O 4.314 -1.628 -1.219
C 2.463 -2.380 0.357
O 1.666 -1.681 -0.669
B 1.179 -0.364 -0.165
O 1.449 0.896 -0.940
B 2.365 1.661 -0.021
C 3.824 2.109 -0.640
C 4.265 3.656 -0.334
C 5.139 3.887 1.030
F 5.878 5.190 0.830
Br 4.069 4.113 2.704
C 6.293 2.762 1.325
F 7.376 3.471 2.103
F 6.953 2.205 0.121
Br 5.502 1.408 2.567
O 1.906 1.907 1.361
B 0.670 1.164 1.674
C -0.446 1.788 2.731
C -0.640 3.405 2.527
O 0.055 4.245 3.339
F -1.599 3.862 1.486
O 0.383 -0.184 1.085
H 4.495 -2.561 2.158
H 6.070 -2.821 1.026
H 5.188 -1.139 1.131
H 4.178 -3.746 -0.584
H 5.263 -1.330 -1.043
H 2.554 -1.634 1.283
H 1.980 -3.422 0.670
H 4.603 1.292 -0.333
H 3.717 2.023 -1.826
H 4.796 4.124 -1.271
H 3.254 4.275 -0.199
H -1.476 1.255 2.449
H -0.126 1.476 3.816
Be 1.801 5.278 0.046
C -2.034 1.481 -0.897
C -1.647 0.674 -1.966
C -2.612 0.116 -2.804
C -3.964 0.374 -2.579
C -4.351 1.185 -1.512
C -3.387 1.735 -0.668
H -1.282 1.913 -0.241
H -0.593 0.479 -2.145
H -2.310 -0.518 -3.633
H -4.716 -0.056 -3.236
H -5.405 1.387 -1.338
H -3.689 2.362 0.166
C -0.168 -5.026 1.920
O 1.092 -4.619 1.917
H -0.492 -5.664 2.761
H -0.951 -4.249 1.941
H -0.506 -5.633 1.063
Br 6.695 3.580 3.748
Mg 2.795 1.443 -3.485
C -7.296 2.575 2.121
C -7.146 2.940 0.659
O -7.780 1.963 -0.153
H -6.855 1.593 2.319
H -6.809 3.316 2.761
H -8.353 2.511 2.398
H -6.089 2.982 0.381
H -7.596 3.916 0.450
H -8.720 1.940 0.096
C -2.063 -4.621 -4.575
C -3.159 -4.798 -3.542
C -3.366 -3.591 -2.678
O -3.847 -4.151 -1.470
C -3.355 -5.424 -1.407
O -3.400 -6.132 -0.417
O -2.801 -5.797 -2.600
H -1.080 -4.542 -4.099
H -2.021 -5.495 -5.233
H -2.234 -3.732 -5.190
H -4.092 -5.107 -4.029
H -4.101 -2.901 -3.102
H -2.443 -3.041 -2.465
F -0.820 0.490 4.612
Br 5.780 -0.695 3.479
Li 8.780 5.224 3.149
*
```

Atom charges from the Mulliken analysis, given in e for atoms 1 to 8:
1 C -0.995
2 C 0.427
3 O -0.529
4 C -0.147
5 O -0.635
6 B 0.849
7 O 0.252
8 B 0.083

ORCA calculation (ωB97M-V with the def2-TZVPD basis set) on a cluster of 8 separate species, C22H34BF4O10 in total.

The lowest unoccupied orbital energy comes out at 2.384 eV. As for the HOMO-LUMO gap: 8.07 eV. The calculation puts the energy above the lowest of the compared OMol25 structures with the same formula, charge and spin at 57.0 kcal per mole. The total energy is -2035.38379 Ha.

```
! wB97M-V def2-TZVPD RIJCOSX def2/J DEFGRID3
* xyz -1 1
B 33.305 26.764 13.594
F 33.848 25.655 12.907
F 33.796 27.952 13.057
F 31.961 26.613 13.427
F 33.694 26.568 14.909
C 36.707 25.229 10.784
O 36.472 25.421 12.144
H 36.885 26.343 10.280
H 36.089 24.651 10.208
H 37.604 24.662 10.689
H 35.460 25.026 12.334
C 36.447 29.383 11.013
O 36.342 28.530 12.166
H 36.356 28.866 10.173
H 37.494 29.934 10.867
H 35.643 30.379 11.049
H 35.272 28.465 12.132
C 29.922 29.020 13.459
O 29.194 30.232 13.239
H 30.431 29.069 14.499
H 30.624 28.760 12.718
H 29.216 28.381 13.570
H 29.174 30.554 14.201
C 34.890 26.459 18.138
O 34.973 25.440 17.214
H 35.703 27.044 18.172
H 34.728 26.003 19.133
H 33.992 27.035 17.803
H 34.610 25.764 16.302
C 30.988 27.698 16.700
C 31.127 28.205 17.999
C 29.965 28.597 18.837
C 28.694 28.090 18.395
C 28.558 27.396 17.204
C 29.647 27.196 16.366
O 29.513 26.447 15.173
O 30.075 29.481 19.878
H 31.785 27.497 15.953
H 32.094 28.441 18.092
H 27.972 28.254 19.253
H 27.594 27.114 16.685
H 30.415 26.118 14.948
H 29.361 29.549 20.427
C 33.474 29.411 8.538
C 34.245 28.698 7.595
C 34.412 27.185 7.634
C 33.843 26.582 8.652
C 33.155 27.258 9.761
C 33.047 28.668 9.627
O 32.636 29.419 10.730
O 35.135 26.683 6.709
H 33.423 30.499 8.418
H 34.743 29.397 6.725
H 33.723 25.461 8.507
H 32.888 26.564 10.425
H 32.493 28.871 11.384
H 35.565 27.398 6.139
C 35.592 30.733 18.573
C 34.442 30.556 17.719
C 34.619 30.106 16.429
C 35.918 30.173 15.845
C 37.120 30.269 16.650
C 36.866 30.459 17.979
O 37.933 30.366 18.840
O 33.516 29.710 15.829
H 35.622 30.884 19.598
H 33.399 30.667 18.422
H 36.000 29.922 14.818
H 38.174 30.003 16.215
H 38.832 30.708 18.667
H 33.457 30.246 14.954
*
```

Atom charges from the Mulliken analysis, given in e for atoms 1 to 8:
1 B 0.221
2 F -0.360
3 F -0.207
4 F -0.285
5 F -0.061
6 C -0.571
7 O -0.491
8 H 0.007

ORCA calculation (ωB97M-V with the def2-TZVPD basis set) on a structure of composition C22H34Br24ClFN6O3PS.

The lowest unoccupied orbital energy comes out at -3.645 eV. As for the HOMO-LUMO gap: 7.64 eV. The total energy is -64488.36398 Ha.

```
! wB97M-V def2-TZVPD RIJCOSX def2/J DEFGRID3
* xyz 1 1
C -0.898 2.421 1.138
C -0.866 0.920 1.120
N -1.656 0.281 0.365
C 0.159 0.271 2.032
N 1.118 -0.601 1.271
C 1.948 -1.210 2.200
N 1.426 -2.318 2.691
O 2.057 -3.055 3.701
C 2.393 -4.215 3.158
N 2.902 -5.070 2.566
N 3.131 -0.761 2.648
C 4.314 -1.576 2.238
C 5.497 -1.402 3.218
C 6.771 -1.005 2.443
C 7.500 -2.254 1.897
S 7.590 -2.296 0.113
O 7.617 -0.979 -0.433
O 8.656 -3.167 -0.246
Cl 5.823 -3.217 -0.413
C 3.327 0.666 2.338
C 2.989 1.060 0.896
P 4.497 1.326 -0.149
N 5.409 2.379 0.571
C 1.905 0.139 0.268
C 2.494 -0.883 -0.734
C 1.536 -1.999 -1.125
F 2.305 -2.970 -1.768
H -1.539 2.770 1.945
H -1.182 2.824 0.174
H 0.104 2.778 1.392
H -1.497 -0.727 0.463
H -0.385 -0.372 2.726
H 0.658 1.006 2.660
H 0.526 -2.659 2.375
H 4.648 -1.202 1.276
H 4.088 -2.632 2.135
H 5.649 -2.301 3.806
H 5.282 -0.560 3.872
H 6.517 -0.337 1.622
H 7.432 -0.438 3.091
H 6.977 -3.157 2.201
H 8.514 -2.331 2.278
H 2.699 1.225 3.023
H 4.342 0.999 2.547
H 2.561 2.061 0.943
H 4.001 1.716 -1.410
H 5.145 0.095 -0.375
H 5.524 3.192 -0.024
H 1.276 0.785 -0.340
H 2.729 -0.351 -1.653
H 3.407 -1.351 -0.370
H 0.816 -1.660 -1.867
H 1.065 -2.501 -0.286
C -4.278 -1.681 -2.258
Br -4.322 -0.390 -3.677
Br -2.525 -2.469 -2.063
Br -4.919 -0.942 -0.600
H -4.951 -2.480 -2.530
C -7.240 -0.915 -7.153
Br -6.133 0.645 -6.946
Br -6.343 -2.516 -6.561
Br -8.947 -0.695 -6.296
H -7.426 -1.032 -8.213
C 0.818 5.448 -1.042
Br 0.855 5.989 0.803
Br 1.954 3.914 -1.341
Br -0.971 5.133 -1.665
H 1.227 6.259 -1.627
C -9.116 -3.370 -9.310
Br -10.247 -1.864 -9.712
Br -10.077 -5.031 -9.410
Br -7.541 -3.382 -10.415
H -8.784 -3.255 -8.286
C -1.401 -1.254 6.153
Br -1.417 0.617 5.695
Br -3.095 -2.088 5.819
Br 0.026 -2.174 5.229
H -1.206 -1.326 7.214
C -5.201 3.414 2.989
Br -3.830 4.627 2.390
Br -5.304 1.846 1.876
Br -4.961 2.926 4.834
H -6.142 3.939 2.909
C 5.257 3.755 5.010
Br 6.019 1.993 5.213
Br 6.612 5.105 4.889
Br 4.048 3.828 3.512
H 4.679 3.954 5.900
C -12.906 1.032 -7.214
Br -11.988 0.866 -5.529
Br -14.670 1.763 -6.990
Br -11.869 2.036 -8.485
H -13.020 0.035 -7.612
*
```

Atom charges from the Mulliken analysis, given in e for atoms 1 to 8:
1 C -0.709
2 C 0.252
3 N -0.411
4 C -0.460
5 N 0.660
6 C -0.983
7 N 0.472
8 O -0.380

ORCA calculation (ωB97M-V with the def2-TZVPD basis set) on an isolated molecule of C22H34Br2N2O4.

The lowest unoccupied orbital energy comes out at -1.509 eV. As for the HOMO-LUMO gap: 7.92 eV. As for the structure (SMILES): CCCCCCCC1=C(CCC(N)=O)C(=O)C([C@@H](Br)[C@H](C)Br)=C(C[C@H](O)CN)C1=O. The total energy is -6416.70111 Ha.

```
! wB97M-V def2-TZVPD RIJCOSX def2/J DEFGRID3
* xyz 0 1
C 2.780 2.348 1.952
C 4.153 3.035 1.324
C 4.459 2.552 -0.230
C 4.769 0.930 -0.212
C 4.121 0.236 -1.565
C 2.455 0.367 -1.623
C 1.875 -1.053 -1.046
C 0.245 -1.140 -0.911
C -0.345 -2.051 0.107
C 0.470 -2.982 1.182
C 1.527 -4.047 0.523
C 2.889 -3.997 1.490
N 2.703 -4.356 2.976
O 4.103 -3.635 1.055
C -2.013 -2.148 0.179
O -2.650 -3.315 0.300
C -2.781 -0.668 0.031
C -4.063 -0.262 0.971
Br -5.467 -1.674 1.150
C -3.630 0.210 2.514
C -2.776 1.622 2.446
Br -2.644 -1.196 3.539
C -2.175 0.268 -0.999
C -2.751 1.778 -1.275
C -4.199 1.846 -2.040
O -5.262 2.528 -1.230
C -4.738 0.420 -2.642
N -3.981 -0.009 -3.917
C -0.835 -0.267 -1.845
O -0.614 -0.021 -3.138
H 3.023 1.229 2.264
H 2.414 2.897 2.932
H 1.893 2.367 1.177
H 3.976 4.211 1.350
H 5.094 2.738 1.988
H 3.563 2.843 -0.927
H 5.405 3.144 -0.645
H 5.955 0.833 -0.187
H 4.395 0.389 0.775
H 4.471 -0.897 -1.621
H 4.642 0.766 -2.491
H 2.189 0.458 -2.776
H 2.047 1.272 -0.992
H 2.375 -1.324 -0.002
H 2.222 -1.905 -1.800
H -0.325 -3.593 1.827
H 1.018 -2.279 1.976
H 1.040 -5.116 0.617
H 1.775 -3.839 -0.604
H 3.517 -4.956 3.300
H 2.808 -3.477 3.565
H -4.607 0.694 0.509
H -4.654 0.412 3.086
H -3.492 2.413 1.931
H -2.533 2.029 3.518
H -1.836 1.483 1.752
H -1.973 2.441 -1.892
H -2.892 2.369 -0.248
H -4.041 2.564 -2.981
H -4.851 3.412 -0.963
H -5.854 0.619 -3.017
H -4.821 -0.451 -1.860
H -3.058 0.479 -3.909
H -4.511 0.457 -4.714
*
```

Atom charges from the Mulliken analysis, given in e for atoms 1 to 8:
1 C -0.634
2 C -0.544
3 C -0.435
4 C -0.504
5 C -0.725
6 C -0.146
7 C -0.553
8 C 0.669

ORCA calculation (ωB97M-V with the def2-TZVPD basis set) on a cluster of 6 separate species, C22H34Br2O15 in total.

The lowest unoccupied orbital energy comes out at 0.520 eV. As for the HOMO-LUMO gap: 10.04 eV. The calculation puts the energy above the lowest of the compared OMol25 structures with the same formula, charge and spin at 0.0 kcal per mole. As for the structure (SMILES): C[C@H]1COC(=O)O1.C[C@H]1COC(=O)O1.C[C@H]1COC(=O)O1.C[C@H]1COC(=O)O1.C[C@H]1COC(=O)O1.BrCCBr. The total energy is -7135.38683 Ha.

```
! wB97M-V def2-TZVPD RIJCOSX def2/J DEFGRID3
* xyz 0 1
C -0.480 -4.738 2.513
C 0.522 -4.073 1.671
C 1.051 -2.724 2.295
O 2.442 -2.978 2.562
C 2.803 -4.145 1.964
O 3.908 -4.561 1.916
O 1.721 -4.796 1.456
H -0.636 -5.781 2.240
H -1.432 -4.224 2.360
H -0.246 -4.670 3.578
H 0.017 -3.676 0.797
H 0.463 -2.461 3.175
H 1.001 -1.880 1.610
C 1.770 2.160 -3.633
C 1.795 2.675 -2.245
C 2.445 4.069 -2.149
O 1.513 4.825 -1.337
C 0.374 4.135 -1.180
O -0.531 4.482 -0.558
O 0.447 2.933 -1.794
H 1.097 1.307 -3.705
H 2.772 1.951 -4.007
H 1.375 2.920 -4.326
H 2.289 1.921 -1.632
H 2.578 4.503 -3.144
H 3.424 4.016 -1.670
C -7.719 3.456 4.006
C -7.150 2.486 3.012
C -6.832 3.149 1.646
O -5.509 2.663 1.353
C -5.009 2.033 2.422
O -3.994 1.582 2.499
O -5.896 2.014 3.442
H -8.011 2.932 4.917
H -8.615 3.902 3.568
H -7.006 4.230 4.285
H -7.904 1.706 2.861
H -6.820 4.237 1.751
H -7.463 2.849 0.818
C 6.842 -1.400 0.507
C 5.634 -0.788 1.204
C 5.748 0.717 1.485
O 4.401 1.218 1.179
C 3.759 0.349 0.349
O 2.751 0.612 -0.216
O 4.488 -0.778 0.226
H 7.618 -1.672 1.238
H 7.310 -0.724 -0.208
H 6.585 -2.339 0.023
H 5.347 -1.351 2.083
H 6.530 1.233 0.926
H 5.912 0.874 2.557
C -1.359 -1.473 -5.082
C -1.052 -1.613 -3.625
C -1.295 -3.015 -3.036
O -0.085 -3.297 -2.343
C 0.759 -2.264 -2.430
O 1.761 -2.221 -1.853
O 0.324 -1.362 -3.353
H -0.651 -2.058 -5.670
H -1.350 -0.439 -5.395
H -2.338 -1.941 -5.223
H -1.688 -0.900 -3.090
H -1.465 -3.742 -3.833
H -2.197 -2.974 -2.433
Br -0.556 0.875 2.471
C -0.999 1.089 0.592
C -0.647 -0.141 -0.188
Br -1.777 -1.651 0.369
H -0.401 1.930 0.283
H -2.062 1.274 0.508
H 0.388 -0.466 -0.096
H -0.788 0.008 -1.258
*
```

Atom charges from the Mulliken analysis, given in e for atoms 1 to 8:
1 C -1.434
2 C 1.190
3 C 0.495
4 O -0.374
5 C 0.580
6 O -0.553
7 O -0.394
8 H 0.363

ORCA calculation (ωB97M-V with the def2-TZVPD basis set) on an isolated molecule of C22H34N2O2.

The lowest unoccupied orbital energy comes out at 0.683 eV. As for the HOMO-LUMO gap: 9.60 eV. The calculation puts the energy above the lowest of the compared OMol25 structures with the same formula, charge and spin at 4.1 kcal per mole. As for the structure (SMILES): CCCCC[C@H]1CN(CCCC)C(=O)[C@@H]1CC(=O)NCc1ccccc1. The total energy is -1118.76719 Ha.

```
! wB97M-V def2-TZVPD RIJCOSX def2/J DEFGRID3
* xyz 0 1
C 0.420 0.198 -6.445
C 1.123 0.031 -5.103
C 0.681 -1.246 -4.394
C 1.473 -1.547 -3.120
C 1.392 -0.470 -2.036
C -0.021 -0.205 -1.526
C -0.657 -1.407 -0.811
N -1.547 -0.801 0.153
C -2.561 -1.536 0.874
C -2.203 -1.725 2.352
C -0.899 -2.483 2.592
C -0.940 -3.929 2.109
C -1.299 0.497 0.373
O -1.952 1.220 1.107
C -0.078 0.890 -0.451
C -0.121 2.329 -0.980
C 0.535 3.238 0.056
O 1.646 3.708 -0.096
N -0.229 3.427 1.150
C 0.356 3.819 2.420
C 0.648 2.558 3.192
C -0.293 2.023 4.061
C -0.071 0.800 4.669
C 1.092 0.096 4.407
C 2.033 0.620 3.537
C 1.811 1.843 2.931
H 0.646 -0.638 -7.103
H -0.659 0.241 -6.307
H 0.739 1.115 -6.933
H 2.203 -0.002 -5.262
H 0.904 0.899 -4.479
H 0.812 -2.088 -5.078
H -0.385 -1.183 -4.165
H 1.123 -2.496 -2.708
H 2.524 -1.676 -3.388
H 1.809 0.463 -2.418
H 2.016 -0.780 -1.194
H -0.663 0.099 -2.357
H -1.219 -2.054 -1.490
H 0.110 -2.011 -0.309
H -2.704 -2.496 0.377
H -3.495 -0.967 0.817
H -3.028 -2.253 2.835
H -2.122 -0.735 2.805
H -0.076 -1.950 2.111
H -0.699 -2.477 3.665
H -1.051 -3.984 1.029
H -1.774 -4.457 2.567
H -0.021 -4.443 2.379
H 0.792 0.782 0.213
H 0.445 2.403 -1.909
H -1.152 2.636 -1.162
H -1.066 2.849 1.228
H 1.271 4.374 2.203
H -0.349 4.460 2.956
H -1.207 2.565 4.258
H -0.809 0.393 5.345
H 1.266 -0.860 4.880
H 2.941 0.072 3.329
H 2.538 2.251 2.242
*
```

Atom charges from the Mulliken analysis, given in e for atoms 1 to 8:
1 C -1.393
2 C -0.040
3 C -0.581
4 C -1.054
5 C -1.115
6 C 0.555
7 C -0.888
8 N 0.255

Look up the total energy of the first one. -12777.71697 Ha

The highest lowest unoccupied orbital energy belongs to which entry? C22H34BF4O10